(1)
The following is a DFT calculation (ωB97M-V with the def2-TZVPD basis set) of C4H4 in the gas phase in a non-equilibrium geometry.

Positions of all 8 atoms, in Å:
C  1.9086  1.4206  1.1320
H  -1.4699  -0.9970  0.2704
H  -0.9810  1.3138  -0.6240
C  -0.3890  -0.8396  -0.1808
H  -0.3949  -1.2575  -1.1762
H  0.5019  -1.2826  0.3589
C  0.9666  1.0062  0.4186
C  -0.1423  0.6362  -0.1990

Output
ΔE to the lowest compared entry with this formula, charge and spin, kJ/mol: 252.06
Strongest force on any atom, eV/A: 2.39
Total charge: 0
Molar mass, g/mol: 52.08
E_tot, eV: -4207.54618

Atomic partial charges in e from the natural (NBO) method, atoms 1 to 5: 0.13 0.24 0.23 -0.67 0.24

(2)
The following is a DFT calculation (ωB97M-V with the def2-TZVPD basis set) of 16 unconnected molecules or ions with the total composition C4H40N2O15 in a non-equilibrium geometry.

Positions of all 61 atoms, in Å:
C  0.0511  2.1488  -1.5206
O  1.7350  -1.5448  -0.3430
H  3.2273  0.8516  -2.9250
H  -1.4549  -4.3384  -3.5759
O  -2.5953  -1.3908  -1.6760
H  4.3216  0.4874  0.8723
H  -0.7169  1.6297  -2.1027
O  3.9040  2.8859  -0.3775
O  3.0543  -1.0112  -2.8781
C  -0.9373  2.4130  1.9094
H  2.3632  1.9993  -3.2824
H  -0.6134  -1.9026  1.7012
C  -0.9400  1.6040  0.5949
H  -0.6145  0.5085  0.7878
H  -3.2491  -2.0940  -1.7238
H  2.9899  -1.2677  -1.9086
H  -1.2012  -2.6369  0.5489
H  -4.1342  -1.1455  1.4170
N  1.0321  1.0795  2.7539
O  -4.3273  -1.0976  0.4914
H  -5.1987  0.6532  -1.6851
H  0.7734  -1.6040  -1.7393
H  1.8772  0.7821  2.2753
O  3.1541  1.8080  -2.7795
H  -1.4167  3.4247  1.7279
H  1.0740  -1.8384  0.2936
H  -0.7364  -1.5270  -1.9752
C  0.4485  2.4115  2.4463
H  4.0903  2.9576  -1.3033
H  -3.2638  -3.6567  0.1611
H  0.7962  2.5794  -2.1816
H  1.0394  2.9948  1.7018
O  -0.3422  -2.5518  1.0101
O  -1.8776  -3.7933  -2.9123
O  -2.8732  -2.8995  0.6072
H  -0.9730  -1.1740  3.7679
N  -0.0045  2.2331  -0.2075
O  1.8087  -3.7361  1.8773
H  2.2343  -3.8489  1.0414
H  -1.2475  -3.0636  -2.6757
H  2.1137  -1.1338  -3.1377
H  0.4586  2.9453  3.3968
O  0.0545  -1.8590  -2.3863
H  3.1020  3.3418  -0.1742
H  1.4609  4.9970  0.2589
H  1.3267  0.9734  3.7390
H  1.7334  3.5330  0.1649
H  3.2018  0.8452  -0.1279
H  -1.9745  1.3730  0.2248
O  2.1616  4.3796  0.4555
O  3.4213  0.3095  0.6669
O  -4.6276  1.0583  -0.9954
H  -2.4713  -1.5519  -0.7149
H  -3.2526  -2.8503  1.4663
H  -3.7840  0.6398  -1.1747
H  -4.8371  -0.3271  0.2048
H  -1.6840  1.8662  2.5865
O  -0.9944  -0.8339  2.8947
H  0.9381  -3.4122  1.6198
H  2.6593  -1.4858  -0.0045
H  -0.2634  -0.1372  2.8231

Output
ΔE to the lowest compared entry with this formula, charge and spin, kJ/mol: 0.00
Strongest force on any atom, eV/A: 3.63
2S+1: 2
Total charge: -1
Molar mass, g/mol: 356.36
Expectation value of S²: 0.75
E_tot, eV: -38488.38773

Atomic partial charges in e from the natural (NBO) method, atoms 1 to 5: -0.42 -1.03 0.50 0.46 -0.97

(3)
The following is a DFT calculation (ωB97M-V with the def2-TZVPD basis set) of a molecular structure, C4H4AlCl2HoO4 in a non-equilibrium geometry.

Positions of all 16 atoms, in Å:
Al  0.7448  -2.3365  -1.0638
O  2.9797  -4.3246  -2.0859
C  2.2287  -3.6313  -1.5256
O  0.0790  -4.1246  -3.5660
O  -1.6164  2.9643  -1.1791
C  0.1595  -3.4475  -2.6275
H  -0.7224  2.5759  3.4524
O  0.1698  1.6809  1.8209
C  -0.9164  2.4785  2.3806
H  -1.8436  1.9251  2.1951
Cl  -1.9586  -0.9833  0.7065
Cl  1.6742  -0.3518  -1.7972
Ho  0.0707  0.2188  0.1594
C  -1.1357  1.9419  -0.8984
H  1.0403  1.9616  2.1534
H  -0.9536  3.4526  1.8752

Output
Strongest force on any atom, eV/A: 8.14
2S+1: 5
Total charge: +4
Molar mass, g/mol: 378.89
Expectation value of S²: 6.01
E_tot, eV: -69791.23646

Atomic partial charges in e from the Löwdin method, atoms 1 to 5: 0.52 0.39 0.10 0.40 0.27

(4)
The following is a DFT calculation (ωB97M-V with the def2-TZVPD basis set) of a molecular structure, C4H4BaO2S in a non-equilibrium geometry.

Positions of all 12 atoms, in Å:
O  0.7400  -2.1963  0.3349
H  -0.9797  1.3509  -1.5441
S  -1.4298  -0.2584  0.4119
C  2.1586  1.4696  0.3794
C  1.0331  1.0119  -0.3707
C  -0.4041  0.4654  -1.0287
H  2.9718  1.4914  1.2533
H  -0.1993  -0.3910  -1.8314
O  -0.1611  -1.7219  2.5434
C  -0.2132  -1.4844  1.2138
Ba  -1.7831  -0.4872  -2.7197
H  -1.7333  0.7500  1.3579

Output
ΔE to the lowest compared entry with this formula, charge and spin, kJ/mol: 707.12
Strongest force on any atom, eV/A: 13.43
Total charge: +2
Molar mass, g/mol: 253.47
E_tot, eV: -19806.63519

Atomic partial charges in e from the Löwdin method, atoms 1 to 5: -0.14 0.06 1.01 0.21 -0.08

(5)
The following is a DFT calculation (ωB97M-V with the def2-TZVPD basis set) of a molecular structure, C4H4Br2N2O3 in a non-equilibrium geometry.

Positions of all 15 atoms, in Å:
O  2.2631  0.0368  1.9866
Br  2.8355  0.7785  -1.8586
C  2.6869  -0.1857  -0.1888
N  2.3110  0.6227  0.9234
H  -2.0438  1.1130  0.6879
C  -0.0988  0.0285  -0.2019
C  -2.0374  0.6105  -0.2630
H  -2.8404  0.9730  -0.9102
O  -0.7270  0.9181  -0.9248
O  2.1317  1.8064  0.7360
H  -2.1068  -1.5188  -0.9647
N  -0.5742  -0.9673  0.3954
H  -2.5309  -1.2945  0.7605
C  -2.0083  -0.9058  -0.0778
Br  2.7392  -2.0153  -0.0999

Output
ΔE to the lowest compared entry with this formula, charge and spin, kJ/mol: 21.07
Strongest force on any atom, eV/A: 2.99
Total charge: 0
Molar mass, g/mol: 287.89
E_tot, eV: -153412.00188

Atomic partial charges in e from the natural (NBO) method, atoms 1 to 5: -0.37 0.17 -0.13 0.40 0.20

(6)
The following is a DFT calculation (ωB97M-V with the def2-TZVPD basis set) of 2 unconnected molecules or ions with the total composition C4H4BrN in a non-equilibrium geometry.

Positions of all 10 atoms, in Å:
C  -0.7030  1.4545  0.1262
H  0.2575  1.9865  0.1235
H  -0.0017  -2.0361  -0.2248
H  -1.2843  2.2058  -0.3923
H  -1.1052  1.5325  1.0632
N  3.3738  -1.8753  0.1042
C  0.2966  -0.9746  -0.3119
C  2.3252  -1.5583  -0.2277
C  -0.7271  0.0030  -0.2210
Br  -2.4318  -0.7380  -0.0394

Output
ΔE to the lowest compared entry with this formula, charge and spin, kJ/mol: 410.61
Strongest force on any atom, eV/A: 5.51
Total charge: 0
Molar mass, g/mol: 145.99
E_tot, eV: -75740.10389

Atomic partial charges in e from the natural (NBO) method, atoms 1 to 5: -0.68 0.24 0.22 0.25 0.24

(7)
The following is a DFT calculation (ωB97M-V with the def2-TZVPD basis set) of C4H4BrN2P in the gas phase in a non-equilibrium geometry.

Positions of all 12 atoms, in Å:
H  -0.3691  -1.3617  -1.3523
Br  3.2417  0.2154  -0.2263
H  -1.7039  1.4005  -1.9217
C  -0.9606  0.8587  -1.1334
C  -0.9131  -0.5960  1.5076
C  -0.3021  0.6488  1.1207
N  -0.9845  1.1806  0.0613
H  1.2473  -1.2842  0.2094
H  0.2458  1.2020  1.8961
C  1.5011  -0.4731  -0.3578
N  -1.4224  -1.5476  1.9134
P  0.4198  -0.2434  -1.7171

Output
ΔE to the lowest compared entry with this formula, charge and spin, kJ/mol: 0.00
SMILES: N#C/C=N\C=[PH]=CBr
Strongest force on any atom, eV/A: 3.03
Total charge: 0
Molar mass, g/mol: 190.97
E_tot, eV: -86519.60748

Atomic partial charges in e from the natural (NBO) method, atoms 1 to 5: 0.00 0.11 0.24 -0.07 0.21

(8)
The following is a DFT calculation (ωB97M-V with the def2-TZVPD basis set) of a molecular structure, C4H4BrNS in a non-equilibrium geometry.

Positions of all 11 atoms, in Å:
Br  -3.1357  0.3019  -0.0993
C  -1.5106  -0.5678  0.2897
N  0.1547  0.6050  -1.7932
H  0.8700  0.2563  -2.4193
C  1.0850  0.0148  0.4380
H  -0.7247  0.8536  -2.2240
C  0.6641  -0.5232  1.6421
H  1.3210  -0.7847  2.4500
H  2.1260  0.2907  0.3196
S  -0.9970  -0.7402  1.9067
C  0.1470  0.2937  -0.5103

Output
ΔE to the lowest compared entry with this formula, charge and spin, kJ/mol: 0.00
Strongest force on any atom, eV/A: 4.37
2S+1: 3
Total charge: 0
Molar mass, g/mol: 178.05
Expectation value of S²: 2.03
E_tot, eV: -86575.64024

Atomic partial charges in e from the natural (NBO) method, atoms 1 to 5: 0.08 -0.39 -0.82 0.40 -0.37